(1)
The following is a DFT calculation (wB97M-V/def2-TZVPD) of a molecular structure, C36H31ClCoN4O4P.

Geometry (Å):
Co: 0.070747 -0.211319 0.547343
N: 0.784884 -2.106287 1.660403
C: -0.562223 -2.645430 1.528327
C: -1.264767 -3.486186 2.618860
C: -1.784544 -4.801359 1.998493
C: -2.916278 -4.290165 0.185545
C: -2.768047 -3.138215 -0.767699
C: -1.487271 -2.756571 -0.843364
P: -0.746307 -1.357182 -1.628081
C: -1.871210 -0.297122 -2.493906
C: -3.092160 0.056003 -1.902156
C: -3.940679 0.927977 -2.556125
C: -3.572211 1.465571 -3.786064
C: -2.359355 1.125555 -4.369910
C: -1.503166 0.242937 -3.731693
C: 0.666419 -1.817191 -2.582039
C: 1.657033 -0.859588 -2.827700
C: 2.737842 -1.187955 -3.620401
C: 2.843154 -2.470472 -4.148801
C: 1.867444 -3.427885 -3.890642
C: 0.778028 -3.114831 -3.097934
H: 1.028245 -1.800215 2.601428
H: 1.515041 -2.727181 1.328841
H: -0.750857 -3.503098 3.577612
H: -1.658743 -5.726373 2.551927
H: -3.563752 -5.075956 -0.202685
H: -3.585330 -2.720880 -1.342663
H: -3.370865 -0.345242 -0.935525
H: -4.889967 1.194749 -2.110617
H: -4.240524 2.147967 -4.294156
H: -2.082635 1.538357 -5.330423
H: -0.565847 -0.032864 -4.194887
H: 1.593886 0.129501 -2.387087
H: 3.512968 -0.457338 -3.803267
H: 3.697922 -2.728624 -4.759634
H: 1.950119 -4.423265 -4.305304
H: 0.028816 -3.869905 -2.897201
N: -1.458591 -7.139886 0.058678
C: -0.952772 -5.941147 -0.290335
O: -0.173764 -5.786504 -1.212490
C: -1.460803 -4.743500 0.491760
C: -3.178857 -4.152660 1.737405
C: -2.706468 -2.909876 2.576628
C: -2.534167 -1.569022 1.951746
N: -1.381316 -1.400479 1.445012
C: -0.647377 -3.473789 0.197075
H: -1.169431 -7.952932 -0.462096
H: -2.045623 -7.275265 0.861455
H: -4.114794 -4.584846 2.074177
H: -3.241201 -2.877036 3.523113
H: -3.282401 -0.782592 1.935403
H: 0.354723 -3.715647 -0.160645
O: 5.080940 -1.428952 1.442287
C: 4.214043 -0.854125 2.283168
C: 4.385133 -1.088825 3.651204
C: 3.535781 -0.514487 4.568409
C: 2.484146 0.314328 4.155948
C: 2.301670 0.532485 2.807741
C: 3.139818 -0.060959 1.850844
C: 2.853647 0.057971 0.406084
O: 3.649602 -0.293526 -0.451992
O: 1.678020 0.573184 0.072927
H: 4.866873 -1.109449 0.543965
H: 5.213751 -1.713151 3.958017
H: 3.695240 -0.689486 5.624427
H: 1.850508 0.798350 4.885850
H: 1.522299 1.206834 2.471780
Cl: -0.606808 4.304859 -2.646650
C: -1.162530 3.441569 -1.274461
C: -2.261911 3.870248 -0.548763
C: -2.666474 3.122157 0.546158
C: -1.977600 1.968664 0.861389
N: -0.916448 1.556657 0.152897
C: -0.500029 2.288448 -0.887020
H: -2.783815 4.773080 -0.836691
H: -3.508915 3.431172 1.148488
H: -2.260706 1.364525 1.714186
H: 0.384065 1.947018 -1.407547

Cartesian forces, eV/Å:
0.2047 0.1153 0.3788
-0.0457 0.0741 -0.0774
-0.0119 -0.0232 0.0055
-0.0133 0.0173 -0.0204
-0.0192 0.0176 0.0184
0.0072 0.0257 0.0233
-0.0789 -0.0645 -0.0172
-0.0214 -0.0242 0.1379
0.0085 -0.1209 -0.3443
-0.1156 -0.0093 -0.0124
0.0657 0.0712 -0.0264
-0.0134 0.0158 0.0452
0.0053 0.0013 -0.0279
0.0005 -0.0202 -0.0071
-0.0342 0.0235 0.0655
0.1328 -0.0156 0.0316
-0.0676 0.1357 -0.0494
0.0806 -0.0982 -0.0292
-0.0460 0.0233 0.0118
-0.0010 0.0006 0.0157
-0.0182 -0.0521 -0.0265
-0.0267 0.0034 0.0117
0.0061 -0.0035 -0.0029
-0.0050 -0.0086 0.0005
0.0069 0.0056 0.0068
0.0014 0.0050 -0.0140
0.0116 0.0025 0.0107
0.0104 -0.0047 0.0195
-0.0004 -0.0057 -0.0111
0.0040 0.0079 -0.0005
-0.0066 0.0023 0.0036
0.0240 -0.0191 -0.0014
0.0382 -0.1199 -0.0131
-0.0039 0.0097 0.0059
-0.0029 -0.0011 -0.0062
0.0343 0.0080 0.0085
-0.0194 -0.0028 0.0666
-0.0103 -0.0421 0.0193
0.0556 0.0015 -0.0664
-0.0134 0.0773 -0.0239
0.0132 0.0809 -0.0307
0.0185 -0.0168 0.0081
0.0451 -0.0131 -0.0744
-0.0215 -0.1170 0.0654
-0.0033 0.0593 -0.0294
-0.0383 -0.0707 -0.0320
0.0160 0.0075 0.0007
-0.0141 -0.0019 0.0007
0.0033 -0.0008 0.0138
-0.0080 0.0340 0.0013
0.0050 0.0015 -0.0003
0.0050 0.0024 -0.0181
-0.1454 0.0648 0.1743
0.1216 -0.0667 -0.0956
0.0572 -0.0166 0.0976
-0.0302 0.0006 0.0266
0.0147 -0.0122 -0.0798
0.0153 -0.0295 0.0835
-0.1984 -0.0545 0.0251
0.5069 0.1860 -0.1712
-0.1305 -0.0540 0.1111
-0.2282 -0.1292 0.0324
0.0260 -0.0121 -0.2048
-0.0101 0.0078 0.0147
0.0102 -0.0126 -0.0058
0.0027 0.0143 0.0025
-0.0303 0.0389 -0.0141
0.0030 0.0148 -0.0119
0.0641 -0.1016 -0.0209
-0.0541 0.0116 0.0164
-0.0224 -0.0090 0.0035
0.0404 0.0400 -0.0347
-0.0802 0.1082 0.0077
-0.1043 0.0105 0.0371
0.0047 0.0082 0.0132
0.0072 0.0089 0.0003
0.0155 -0.0058 -0.0225
0.0007 0.0151 0.0009

HOMO level (spin up / spin down)	-13.15 / -13.14	eV
multiplicity	5
charge	+2
relative energy (zero: lowest compared OMol25 entry of this formula, charge and spin)	1.154	eV



(2)
The following is a DFT calculation (wB97M-V/def2-TZVPD) of 3 unconnected molecules or ions with the total composition C36H31ClFN3O7P.

Geometry (Å):
C: 3.653099 3.894734 1.900216
C: 2.679945 2.688661 1.837181
O: 3.012305 1.647892 2.340662
O: 1.471313 2.928159 1.235873
C: 0.687484 1.725188 1.054303
C: -0.400429 1.965658 -0.020826
C: -1.640117 2.815189 0.378696
C: -1.298924 4.310795 0.017077
N: -1.506999 5.223700 1.181897
C: -0.860730 4.735585 2.306575
N: 0.076357 5.420240 2.933102
F: 0.493081 6.617197 2.485249
N: -1.255100 3.519191 2.795855
C: -2.144152 2.783024 1.842958
P: -2.731209 1.108206 2.514749
O: -2.269610 1.145318 4.126524
Cl: -1.676082 -0.482861 1.712292
H: 3.216839 4.669193 2.572913
H: 3.810640 4.355825 0.906370
H: 4.621703 3.582536 2.326615
H: 0.322843 1.313452 2.017642
H: 1.376998 0.950312 0.648191
H: -0.738222 0.976323 -0.357496
H: 0.105219 2.417699 -0.887053
H: -2.485270 2.520895 -0.282676
H: -1.835737 4.646147 -0.886460
H: -0.213606 4.367279 -0.228537
H: -1.149733 6.142378 0.923472
H: 0.494029 5.037233 3.778987
H: -0.489904 2.936551 3.125372
H: -3.068433 3.408492 1.855279
H: -1.295738 1.121531 4.167811
C: 0.822843 1.538614 -3.174599
C: -0.432998 1.234581 -2.652303
C: -1.470398 0.885843 -3.507745
C: -1.260337 0.851927 -4.881703
C: -0.008336 1.180032 -5.401656
C: 1.034863 1.512149 -4.543953
C: 0.220436 1.196042 -6.872919
O: 1.311702 1.478247 -7.322615
C: -0.913514 0.869092 -7.774508
C: -0.733794 0.934249 -9.151652
C: -1.781191 0.618561 -10.002697
C: -3.011223 0.227261 -9.481845
C: -3.197888 0.165786 -8.110079
C: -2.154478 0.495037 -7.251988
C: -2.376993 0.459404 -5.784743
O: -3.449352 0.122752 -5.324902
H: 1.639765 1.803011 -2.508510
H: -0.598739 1.271910 -1.543780
H: -2.446402 0.643630 -3.103536
H: 2.010926 1.754049 -4.945606
H: 0.222117 1.234952 -9.561209
H: -1.640425 0.674861 -11.074931
H: -3.826076 -0.025843 -10.148667
H: -4.157261 -0.134452 -7.708468
C: 3.720975 -2.373331 4.600065
C: 2.881125 -1.795934 3.651338
C: 1.740944 -2.465345 3.235525
C: 1.440490 -3.719914 3.756704
C: 2.295210 -4.307658 4.689205
C: 3.429540 -3.625632 5.117090
C: 2.014826 -5.669334 5.220003
O: 2.756355 -6.178749 6.034147
C: 0.814718 -6.394187 4.726736
C: 0.567516 -7.688996 5.168054
C: -0.555720 -8.369650 4.724845
C: -1.442684 -7.756075 3.845132
C: -1.198418 -6.467542 3.397679
C: -0.065445 -5.785856 3.828552
C: 0.204466 -4.419651 3.315397
O: -0.565391 -3.879797 2.543840
H: 4.607227 -1.846119 4.931331
H: 3.117067 -0.821865 3.238439
H: 1.086237 -2.012542 2.501009
H: 4.087462 -4.074176 5.850529
H: 1.253085 -8.168904 5.854805
H: -0.743471 -9.380136 5.066048
H: -2.323393 -8.287010 3.505575
H: -1.887828 -5.995015 2.709753

Cartesian forces, eV/Å:
-0.8529 0.2595 -0.1618
1.7678 0.7760 0.6767
-1.0079 -0.0129 -0.4966
0.3444 -0.2431 0.4450
0.1703 -0.7702 -0.7684
0.3876 0.3037 2.6303
0.3003 0.8348 -0.7718
0.6201 -0.8012 -0.3699
1.2903 -0.1881 0.8719
-1.2301 0.0365 -1.2588
-0.4195 -1.0840 0.7433
-0.0112 -0.1854 0.0107
1.0224 0.4509 -1.6233
0.2698 0.3031 0.0808
-1.8691 -0.3811 1.1250
0.7796 0.1928 -1.9335
0.3296 0.5830 0.2633
0.2743 -0.4056 -0.4960
-0.1744 -0.2503 0.5081
-0.6606 -0.0631 -0.2726
0.1513 0.3948 -0.4554
-0.4910 0.3904 0.3701
0.1275 0.2537 1.6534
-0.1220 0.3103 0.9611
0.4183 0.0204 0.5514
-0.0835 0.1073 0.7730
-0.7268 -0.0471 0.0584
-0.3225 0.0243 0.2978
0.2590 0.8665 -0.0806
-0.0671 0.3385 0.2995
0.3255 -0.8104 0.0188
-0.3148 -0.1956 0.5606
-0.1603 0.0028 0.0003
-0.5207 -0.4190 0.0069
0.1507 0.0536 0.1614
0.1262 0.0822 0.0147
-0.1113 -0.0280 0.1796
0.1718 0.0834 0.1753
0.4165 0.0865 -0.3508
-0.0506 0.0037 0.1105
-0.1712 -0.0281 0.0409
-0.0064 0.0005 -0.2019
-0.0354 -0.0188 0.0872
0.0785 0.0267 0.0302
-0.1218 -0.0250 -0.1519
0.1424 0.0345 -0.0694
-0.5221 -0.1703 0.0269
0.0996 0.0613 0.0551
0.0176 -0.0183 -0.0578
0.0008 -0.7583 -4.2535
-0.0097 -0.0734 -0.1844
-0.1018 -0.0332 -0.1380
0.0165 -0.0183 0.1568
0.0031 -0.0066 0.0408
0.0282 0.0072 0.0280
0.0931 0.0376 0.1174
-0.0768 -0.0447 -0.0217
-0.0225 -0.0142 0.0233
0.1245 0.1797 0.0198
0.0984 -0.0171 0.0577
-0.0398 0.1324 -0.0988
0.1486 0.1486 0.0117
0.2708 -0.2739 0.3424
-0.0310 0.0657 -0.0517
-0.1175 0.0263 -0.1212
-0.0725 -0.1851 0.0412
-0.0098 0.0892 -0.0371
0.0673 0.0198 0.0364
-0.1316 -0.1366 -0.0344
0.0649 -0.0761 0.0878
-0.2949 0.1582 -0.2932
0.0048 0.0608 0.0038
-0.0246 -0.0267 -0.0146
-0.0065 -0.0351 0.0157
-0.0702 -0.1520 0.0335
-0.1121 -0.1159 -0.0397
0.0475 0.1545 -0.0178
0.0103 0.0387 -0.0057
0.0324 0.0206 0.0096
0.1216 0.0915 0.0185

HOMO level	-11.23	eV
charge	+1



(3)
The following is a DFT calculation (wB97M-V/def2-TZVPD) of a molecular structure, C36H31FeN10O2S.

Geometry (Å):
Fe: -1.115778 -0.129179 -0.919692
O: -3.098712 -3.559908 -1.497632
C: -2.658772 -2.427531 -1.317866
N: -1.532121 -2.009452 -0.726275
C: -1.245458 -2.568944 0.528380
C: -1.203629 -3.930131 0.792021
C: -1.085152 -4.385407 2.102571
C: -1.029894 -3.472087 3.138377
C: -1.058676 -2.100176 2.885877
C: -1.134550 -1.618005 1.577250
N: -1.073242 -0.266554 1.155952
C: -0.708858 0.687127 2.025124
O: -0.561539 0.614190 3.255596
C: -0.224911 1.940780 1.364767
C: 1.059917 2.388564 1.509298
C: 1.794048 3.103143 0.557905
C: 1.530162 3.102847 -0.833833
C: 0.513127 2.622181 -1.595468
N: -0.940875 2.545660 0.297655
C: -3.599065 -1.249161 -1.537583
C: -4.898459 -1.454957 -1.970731
C: -5.808992 -0.416919 -1.880083
C: -5.397002 0.779234 -1.314171
C: -4.076785 0.904064 -0.912434
N: -3.176443 -0.067593 -1.054598
H: -1.292737 -4.617598 -0.036883
H: -1.053896 -5.449973 2.304560
H: -0.957682 -3.814658 4.164845
H: -1.015445 -1.399149 3.701399
H: 1.543783 2.079358 2.431190
H: 2.747673 3.519991 0.853548
H: 2.303223 3.566685 -1.440723
H: 0.495523 2.736290 -2.671237
H: -5.156988 -2.438337 -2.337373
H: -6.830780 -0.545063 -2.215967
H: -6.078709 1.607413 -1.175651
H: -3.731168 1.818309 -0.449178
C: 2.135839 -1.269568 3.882404
C: 3.481773 -0.991298 3.220900
C: 4.398245 -2.193662 3.492751
C: 4.092299 0.264607 3.858972
C: 3.357843 -0.771569 1.711495
C: 4.541336 -0.616179 0.967184
C: 4.524931 -0.461586 -0.398788
C: 3.291928 -0.431843 -1.039066
S: 2.976761 -0.317452 -2.734215
C: 1.276643 -0.370764 -2.393822
N: 0.949607 -0.437591 -1.135651
C: 2.092486 -0.519679 -0.327792
C: 2.136319 -0.718538 1.058330
C: 0.261842 -0.293227 -3.437417
C: 0.600577 -0.321743 -4.789139
C: -0.397877 -0.230130 -5.743346
C: -1.715512 -0.109729 -5.315442
C: -2.021785 -0.085930 -3.959777
C: -1.052834 -0.182445 -2.944088
H: 2.293363 -1.442552 4.950829
H: 1.660644 -2.159544 3.465411
H: 1.430461 -0.444406 3.776181
H: 4.479176 -2.359433 4.570104
H: 5.406135 -2.046352 3.100893
H: 3.986705 -3.097473 3.039182
H: 4.200389 0.122742 4.937589
H: 3.448509 1.130554 3.693213
H: 5.077373 0.491531 3.445466
H: 5.497436 -0.636311 1.475042
H: 5.445252 -0.372862 -0.962418
H: 1.213743 -0.849577 1.601594
H: 1.635827 -0.419611 -5.101932
H: -0.157801 -0.254040 -6.798931
H: -2.512791 -0.035267 -6.047861
H: -3.073284 0.012145 -3.695234
N: -1.993119 5.729924 -0.482514
N: -1.627868 4.392736 -0.636456
N: -2.229299 3.741649 -1.695512
C: -1.788522 2.566422 -1.888616
N: -0.717304 2.015521 -1.099374
N: -1.163680 3.795899 0.418104
H: -1.150182 6.285180 -0.577050
H: -2.344752 5.843781 0.462300
H: -2.188003 1.952654 -2.682432

Cartesian forces, eV/Å:
-0.1351 0.1977 -0.0452
0.0312 -0.0402 0.0147
-0.1339 0.1052 -0.0235
-0.0199 -0.1419 0.0231
-0.0013 0.0049 -0.0123
0.0082 0.0135 0.0103
0.0020 -0.0146 -0.0115
-0.0026 0.0298 0.0001
-0.0065 -0.0388 -0.0003
0.0292 0.0452 -0.0069
-0.0394 0.0064 0.0499
-0.0193 0.0826 0.1732
0.0287 -0.0565 0.0283
-0.1406 0.2158 0.0895
-0.0991 -0.4026 -0.1027
-0.1007 0.1749 -0.1886
0.2559 -0.1711 -0.0040
-0.2645 -0.1382 0.0121
-0.4362 0.4233 0.3630
0.0904 -0.0838 0.0178
-0.0309 0.0548 -0.0033
-0.0086 -0.0483 -0.0230
0.0173 0.0427 0.0170
-0.0182 -0.0305 -0.0106
0.0293 -0.0054 0.0238
-0.0005 0.0006 0.0041
0.0004 0.0036 -0.0035
-0.0010 -0.0011 -0.0039
0.0025 0.0093 -0.0012
0.0041 -0.0270 -0.0270
-0.0292 0.0483 0.0535
-0.0129 0.0041 -0.0051
-0.0129 0.2800 0.0227
0.0089 -0.0019 0.0019
0.0034 0.0018 0.0035
0.0011 -0.0051 0.0008
-0.0073 -0.0071 0.0046
-0.0270 -0.0133 0.0042
-0.0003 0.0043 0.0017
0.0117 -0.0091 0.0002
0.0095 0.0124 0.0059
-0.0033 -0.0048 -0.0208
-0.0011 0.0031 0.0310
-0.0080 -0.0017 -0.0446
0.0258 0.0155 0.0287
0.0181 -0.0023 0.0037
-0.0621 0.0238 -0.0595
0.1915 -0.0462 0.0432
-0.1032 -0.0023 -0.0354
0.0357 0.0047 0.0361
0.0445 -0.0026 0.0821
-0.0313 -0.0041 -0.0587
0.0103 0.0009 0.0267
-0.0040 -0.0017 -0.0018
-0.0314 -0.0045 0.0591
0.0736 0.0124 -0.0763
-0.0087 -0.0006 -0.0024
0.0139 0.0006 0.0011
0.0133 0.0137 -0.0049
-0.0017 0.0011 -0.0036
-0.0058 0.0021 0.0036
-0.0032 0.0064 -0.0018
-0.0022 -0.0008 -0.0042
-0.0056 -0.0074 -0.0020
-0.0028 -0.0035 -0.0001
-0.0014 0.0022 -0.0059
0.0003 -0.0025 0.0061
-0.0094 0.0100 -0.0312
0.0011 0.0000 0.0150
0.0029 -0.0008 0.0011
0.0040 -0.0013 0.0007
-0.0017 -0.0030 -0.0126
0.0070 0.0184 0.0338
0.1326 -0.0836 0.0135
-0.0827 -0.2133 -0.0126
-0.0162 -0.1272 -0.0086
0.6683 -0.0380 -0.6500
0.2073 -0.1084 0.1736
0.0027 -0.0052 0.0088
-0.0119 0.0182 -0.0134
-0.0411 0.0077 0.0287

HOMO level (spin up / spin down)	-3.74 / -3.74	eV
charge	-1
relative energy (zero: lowest compared OMol25 entry of this formula, charge and spin)	5.864	eV



Strongest force on any atom, respectively: 0.566, 4.321, 0.933 eV Å⁻¹.